{
  "formula": "C6H16NS",
  "method": "wB97M-V/def2-TZVPD",
  "homo_ev": -12.04,
  "total_charge": 1,
  "orbital_gap_ha": 0.263,
  "multiplicity": 1,
  "e_above_lowest_kcal_mol": 35.5,
  "elements": ["C", "C", "C", "N", "H", "H", "H", "H", "H", "H", "H", "H", "C", "C", "C", "S", "H", "H", "H", "H", "H", "H", "H", "H"],
  "xyz": [[1.7201, -1.5939, -1.9763], [1.5890, -1.4297, -0.4905], [-0.1221, -2.0610, 1.1399], [0.3445, -2.1549, -0.0124], [2.1211, -2.5656, -2.3060], [0.8439, -1.4086, -2.5882], [2.4611, -0.9177, -2.3376], [2.3130, -1.9217, 0.1064], [1.4200, -0.4155, -0.1603], [-1.0978, -2.5625, 1.4331], [0.3253, -1.3309, 1.8483], [-0.0242, -2.9018, -0.6028], [0.5643, 2.3025, 0.3138], [-0.6806, 1.4517, 0.0578], [-1.8110, 1.7065, 1.0173], [-3.1720, 0.5280, 0.6343], [1.3522, 1.9693, -0.3951], [0.9097, 2.2898, 1.3708], [0.3600, 3.3549, 0.0854], [-1.0358, 1.7100, -0.9488], [-0.3928, 0.3695, 0.0574], [-2.1811, 2.7252, 0.8655], [-1.5178, 1.6000, 2.0893], [-4.2891, 1.2565, 0.7986]],
  "lowdin_charge": [-0.0571, -0.1407, 0.1344, 0.0419, 0.0990, 0.0926, 0.0814, 0.1262, 0.0926, 0.1562, 0.1457, 0.1842, -0.1105, -0.3837, -0.5685, 0.6739, 0.0735, 0.0871, 0.0825, 0.1130, 0.0511, 0.0853, 0.0831, -0.1436]
}

***

{
  "formula": "C6H16NSe",
  "method": "wB97M-V/def2-TZVPD",
  "homo_ev": [-11.49, -11.71],
  "total_charge": 1,
  "orbital_gap_ha": [0.302, 0.281],
  "multiplicity": 1,
  "e_above_lowest_kcal_mol": 76.2,
  "elements": ["C", "C", "C", "C", "C", "C", "N", "Se", "H", "H", "H", "H", "H", "H", "H", "H", "H", "H", "H", "H", "H", "H", "H", "H"],
  "xyz": [[0.9804, 2.2656, 0.6352], [-1.2029, -2.2520, 1.2378], [-2.3900, -0.6307, -0.3230], [2.9153, -0.6008, -1.1380], [-0.1349, 2.0118, -0.2802], [0.0160, -0.6916, -0.3160], [-1.2263, -0.9260, 0.5573], [1.7591, -0.7747, 0.4330], [1.6788, 1.4001, 0.6558], [1.6347, 3.1130, 0.4954], [0.6864, 2.5510, 1.6655], [-0.6876, -2.9289, 0.6018], [-0.6906, -2.1153, 2.1796], [-2.2687, -2.4949, 1.4095], [-2.4255, -1.5209, -1.1251], [-3.3811, -0.6025, 0.2292], [-2.1220, 0.2753, -0.9120], [2.7783, 0.3799, -1.5384], [3.9180, -0.6318, -0.7964], [2.6171, -1.4101, -1.7345], [-1.1485, 1.8135, 0.0381], [0.0116, 2.0253, -1.2867], [-0.1682, -0.2906, -1.2889], [-1.1361, -0.1985, 1.2428]],
  "lowdin_charge": [-0.2033, 0.0048, -0.0240, -0.2928, -0.0133, -0.4100, -0.2605, 1.0415, -0.0449, 0.0796, 0.0924, 0.0914, 0.1024, 0.1170, 0.1633, 0.1289, 0.0840, 0.0302, 0.0291, 0.0137, 0.0451, 0.0297, 0.0496, 0.1459]
}

***

{
  "formula": "C6H16O",
  "method": "wB97M-V/def2-TZVPD",
  "smiles": "CCCCCC.O",
  "homo_ev": -10.76,
  "orbital_gap_ha": 0.433,
  "multiplicity": 1,
  "e_above_lowest_kcal_mol": 12.9,
  "elements": ["C", "C", "C", "C", "C", "C", "H", "H", "H", "H", "H", "H", "H", "H", "H", "H", "H", "H", "H", "H", "H", "H", "O"],
  "xyz": [[-1.9251, -1.6508, 2.6677], [-0.4382, -1.4723, 2.2614], [-0.3117, -0.4561, 1.1780], [1.1405, -0.0764, 0.8237], [1.2668, 0.5196, -0.5979], [2.2538, -0.2845, -1.4974], [-2.4810, -1.9187, 1.7723], [-2.1096, -2.3869, 3.4499], [-2.2767, -0.6880, 3.0590], [0.0578, -1.1370, 3.1624], [-0.0588, -2.4449, 1.9397], [-0.7135, -0.8330, 0.2369], [-0.8731, 0.4217, 1.5163], [1.7691, -0.9598, 0.9326], [1.5868, 0.6065, 1.5360], [0.3399, 0.5370, -1.1717], [1.6430, 1.5329, -0.4855], [3.2381, 0.1706, -1.5789], [1.8688, -0.4941, -2.4965], [2.4366, -1.2440, -1.0127], [-2.5273, 4.7456, -5.0168], [-2.0947, 3.3840, -5.6044], [-1.7915, 4.1290, -5.0742]],
  "lowdin_charge": [-0.1142, -0.2853, -0.2456, -0.2156, -0.2401, -0.1067, 0.0667, 0.0636, 0.0697, 0.1042, 0.1094, 0.1119, 0.1182, 0.0952, 0.1018, 0.0946, 0.0932, 0.0617, 0.0623, 0.0554, 0.0303, 0.0320, -0.0623]
}

***

{
  "formula": "C6H16O",
  "method": "wB97M-V/def2-TZVPD",
  "smiles": "CCC(C)CC.O",
  "homo_ev": -10.64,
  "orbital_gap_ha": 0.420,
  "multiplicity": 1,
  "e_above_lowest_kcal_mol": 38.1,
  "elements": ["C", "C", "C", "C", "C", "C", "H", "H", "H", "H", "H", "H", "H", "H", "H", "H", "H", "H", "H", "H", "H", "H", "O"],
  "xyz": [[-1.6651, 1.2785, 0.2142], [-0.2532, 1.2633, 0.8039], [0.8970, 0.3749, 0.0502], [0.1984, -0.6677, -0.8407], [1.9150, -0.1718, 1.0034], [3.0632, -0.7175, 0.1315], [-2.3459, 0.3923, 0.2668], [-1.5515, 1.2467, -0.8740], [-2.2842, 2.1685, 0.3490], [0.0372, 2.3051, 0.5043], [-0.2229, 1.1905, 1.9159], [1.2510, 1.1762, -0.6004], [-0.5112, -0.2822, -1.5831], [0.7965, -1.2564, -1.5385], [-0.4435, -1.3445, -0.2737], [1.4131, -0.9907, 1.6269], [2.2358, 0.3563, 1.9219], [2.6082, -1.2695, -0.6933], [3.6530, -1.5314, 0.5600], [3.7635, -0.0150, -0.3279], [-3.5317, -0.8676, -0.7091], [-4.6366, -1.7366, -0.7412], [-4.3862, -0.9016, -1.1660]],
  "lowdin_charge": [-0.1407, -0.1923, -0.3714, -0.0941, -0.2430, -0.1101, 0.0547, 0.0573, 0.0747, 0.1053, 0.1055, 0.1268, 0.0659, 0.0663, 0.0838, 0.1318, 0.1098, 0.0467, 0.0671, 0.0763, 0.0023, 0.0412, -0.0639]
}

***

{
  "formula": "C6H16O",
  "method": "wB97M-V/def2-TZVPD",
  "smiles": "CCCCCC.O",
  "homo_ev": -10.83,
  "orbital_gap_ha": 0.423,
  "multiplicity": 1,
  "e_above_lowest_kcal_mol": 16.1,
  "elements": ["C", "C", "C", "C", "C", "C", "H", "H", "H", "H", "H", "H", "H", "H", "H", "H", "H", "H", "H", "H", "H", "H", "O"],
  "xyz": [[-1.6114, -0.9219, -0.0323], [-0.2464, -1.3088, 0.5200], [0.7953, -1.5357, -0.5607], [1.0916, -0.3480, -1.5189], [1.1615, 0.9876, -0.7871], [2.2674, 1.0427, 0.2638], [-1.6425, -1.2719, -1.0729], [-2.4079, -1.4691, 0.4694], [-1.8490, 0.1293, -0.1998], [0.0147, -0.5340, 1.2559], [-0.3263, -2.1921, 1.1585], [1.7707, -1.8489, -0.1638], [0.4550, -2.4659, -1.0234], [0.2627, -0.3735, -2.2433], [1.8958, -0.5854, -2.2181], [1.1381, 1.8567, -1.4468], [0.1977, 1.0637, -0.2781], [2.0410, 0.3096, 1.0307], [2.4482, 2.0542, 0.6194], [3.2439, 0.7487, -0.1363], [-3.7281, 2.6317, 1.5004], [-3.0406, 1.8740, 2.5535], [-3.9314, 2.1569, 2.3098]],
  "lowdin_charge": [-0.1121, -0.2854, -0.2297, -0.2138, -0.2614, -0.1025, 0.0701, 0.0707, 0.0648, 0.0925, 0.1064, 0.1040, 0.1081, 0.0991, 0.1051, 0.1053, 0.0793, 0.0579, 0.0684, 0.0753, 0.0271, 0.0310, -0.0602]
}

***

{
  "formula": "C6H16O2",
  "method": "wB97M-V/def2-TZVPD",
  "homo_ev": [0.76, -5.73],
  "s_squared": 0.750,
  "total_charge": -1,
  "orbital_gap_ha": [0.104, 0.337],
  "multiplicity": 2,
  "e_above_lowest_kcal_mol": 15.0,
  "elements": ["C", "C", "C", "C", "C", "C", "H", "H", "H", "H", "H", "H", "H", "H", "H", "H", "H", "H", "H", "H", "O", "H", "H", "O"],
  "xyz": [[1.0446, 0.8960, 1.9297], [-0.2934, 1.2845, 1.2465], [-0.3030, 0.8864, -0.2025], [-0.8262, -0.2767, -0.5802], [-0.9995, -0.7218, -2.0267], [0.0904, 1.9980, -1.1355], [0.7789, 0.6454, 2.9738], [1.2967, -0.1148, 1.6088], [1.7881, 1.6851, 1.9849], [-0.5217, 2.3284, 1.4551], [-1.0867, 0.7748, 1.8041], [-1.3071, -0.9521, 0.1260], [-1.2364, 0.1517, -2.6215], [-1.8673, -1.3860, -2.0546], [-0.1964, -1.3620, -2.3872], [0.9083, 2.6036, -0.7409], [0.2580, 1.7324, -2.1734], [-0.7563, 2.7003, -1.1836], [2.4325, -1.3812, -0.6257], [1.2158, -0.8774, -1.3661], [2.0739, -1.3101, -1.5137], [-1.6881, -1.4388, 2.4245], [-0.3750, -2.0816, 2.5814], [-1.1296, -2.0902, 1.9527]],
  "mulliken_spin": [0.8448, 0.7107, -1.4914, 1.4143, -0.2904, 0.5137, -0.6248, -0.0701, -0.1234, 0.0602, -0.2093, 0.1199, 0.0233, -0.0599, 0.0439, -0.0580, 0.0542, -0.1162, -0.0803, 0.0338, 0.0592, -0.0727, -0.1064, 0.4248]
}

***

{
  "formula": "C6H16O2",
  "method": "wB97M-V/def2-TZVPD",
  "smiles": "CCCCCCO.O",
  "homo_ev": -10.32,
  "orbital_gap_ha": 0.411,
  "multiplicity": 1,
  "e_above_lowest_kcal_mol": 17.1,
  "elements": ["C", "O", "C", "C", "C", "C", "C", "H", "H", "H", "H", "H", "H", "H", "H", "H", "H", "H", "H", "H", "H", "H", "H", "O"],
  "xyz": [[0.4105, -1.1086, 1.9793], [0.0783, -1.3315, 3.3512], [-0.1220, -2.1793, 1.0539], [0.0497, -1.8423, -0.4222], [-0.7678, -0.6068, -0.9213], [0.0933, 0.2431, -1.8871], [0.0377, 1.7506, -1.5763], [-0.0820, -0.1882, 1.7083], [1.4885, -0.9650, 1.8705], [-0.2194, -2.2471, 3.4160], [-1.1819, -2.3309, 1.3096], [0.2811, -3.1719, 1.2824], [-0.3258, -2.6390, -1.0604], [1.1266, -1.7686, -0.5789], [-1.0872, -0.0560, -0.0330], [-1.6985, -0.9330, -1.3846], [1.1045, -0.1010, -1.8889], [-0.3165, 0.1030, -2.8729], [0.6227, 2.0441, -0.7209], [0.4293, 2.1843, -2.4910], [-0.9948, 2.1026, -1.5545], [0.3659, 3.8223, -0.0978], [-0.0010, 4.6772, 1.0747], [0.7089, 4.5422, 0.4438]],
  "lowdin_charge": [-0.2706, -0.0689, -0.2192, -0.2022, -0.1916, -0.2406, -0.1070, 0.0981, 0.1224, 0.0743, 0.1211, 0.1145, 0.1057, 0.1050, 0.0895, 0.1061, 0.0888, 0.0972, 0.0548, 0.0720, 0.0813, -0.0116, 0.0341, -0.0533]
}

***

{
  "formula": "C6H16O2",
  "method": "wB97M-V/def2-TZVPD",
  "smiles": "C=CCCCC.O.O",
  "homo_ev": -9.81,
  "orbital_gap_ha": 0.385,
  "multiplicity": 1,
  "e_above_lowest_kcal_mol": 23.2,
  "elements": ["C", "C", "C", "C", "C", "C", "H", "H", "H", "H", "H", "H", "H", "H", "H", "H", "H", "H", "H", "H", "O", "H", "H", "O"],
  "xyz": [[-2.4933, 0.1691, -0.9049], [-1.2461, 0.6527, -0.1692], [0.0722, 0.5376, -0.9037], [0.3370, -0.8189, -1.5744], [1.0574, -2.9371, -0.5504], [0.0989, -2.0376, -0.7334], [-3.3775, 0.4775, -0.3523], [-2.4921, -0.9132, -1.0118], [-2.5832, 0.5437, -1.9245], [-1.3837, 1.6938, 0.1417], [-1.2021, 0.1281, 0.7892], [0.8970, 0.6705, -0.2060], [0.2617, 1.2890, -1.6709], [1.3340, -0.8701, -2.0136], [-0.2559, -0.8608, -2.5066], [2.0273, -2.7663, -1.0091], [0.8794, -3.7819, 0.1118], [-0.8828, -2.2793, -0.3523], [2.5183, 1.1924, 2.2167], [2.1114, 0.9203, 0.8896], [2.7259, 1.5345, 1.3271], [-0.2542, 2.3697, 3.3256], [1.2704, 2.7505, 3.2804], [0.5802, 2.3359, 3.8008]],
  "lowdin_charge": [-0.1059, -0.2659, -0.2079, -0.2231, 0.0012, -0.1914, 0.0708, 0.0564, 0.0763, 0.1032, 0.1055, 0.0672, 0.1176, 0.1061, 0.1158, 0.0587, 0.0551, 0.0893, 0.0374, 0.0027, -0.0668, 0.0321, 0.0200, -0.0543]
}

***

{
  "formula": "C6H16O3S2Si",
  "method": "wB97M-V/def2-TZVPD",
  "homo_ev": -8.79,
  "orbital_gap_ha": 0.277,
  "multiplicity": 1,
  "e_above_lowest_kcal_mol": 34.7,
  "elements": ["C", "C", "C", "C", "C", "C", "O", "O", "O", "Si", "S", "S", "H", "H", "H", "H", "H", "H", "H", "H", "H", "H", "H", "H", "H", "H", "H", "H"],
  "xyz": [[0.6850, -2.1439, -1.2794], [0.6197, 1.6946, -1.7422], [-3.0363, -0.9624, -0.7002], [-0.2835, 1.9441, 2.5917], [0.7217, -2.2934, 0.1973], [0.4884, -0.9955, 0.8968], [-0.3620, 0.8397, -1.1072], [-2.2590, -0.2822, 0.3067], [-1.0524, 1.3904, 1.5871], [-0.7742, 0.3838, 0.3844], [2.4864, -2.9004, 0.5218], [2.6565, 0.4770, 0.5999], [1.3564, -1.2493, -1.6448], [-0.2972, -1.7761, -1.5831], [0.8667, -3.0043, -2.0126], [0.8112, 1.3653, -2.8247], [1.5889, 1.7051, -1.3145], [0.3255, 2.6932, -1.8312], [-3.0288, -1.9905, -0.4120], [-2.4531, -0.8905, -1.6981], [-4.0961, -0.6190, -0.8244], [0.6187, 1.3691, 2.9069], [-0.8534, 2.0302, 3.4696], [0.0623, 2.9328, 2.3563], [0.2015, -3.1599, 0.5477], [0.7375, -0.9517, 2.0013], [2.9890, -1.5945, 0.6165], [2.9573, -0.1490, 1.8192]],
  "lowdin_charge": [-0.2002, -0.1103, -0.0980, -0.1436, -0.7214, -0.1332, -0.1900, -0.1872, -0.1417, 0.1702, 0.6625, 0.4415, 0.1087, 0.0428, 0.1044, 0.1160, -0.0146, 0.0603, 0.0626, 0.0999, 0.0949, 0.0805, 0.0689, 0.0844, 0.0929, 0.0738, -0.2500, -0.1740]
}

***

{
  "formula": "C6H16S2",
  "method": "wB97M-V/def2-TZVPD",
  "smiles": "CCSCC.CCS",
  "homo_ev": -8.53,
  "orbital_gap_ha": 0.344,
  "multiplicity": 1,
  "e_above_lowest_kcal_mol": 6.8,
  "elements": ["S", "C", "C", "H", "H", "H", "H", "H", "H", "S", "C", "C", "C", "C", "H", "H", "H", "H", "H", "H", "H", "H", "H", "H"],
  "xyz": [[1.8348, 2.1754, 0.7820], [-0.3231, 3.8932, 0.2964], [0.8169, 3.6047, 1.2630], [0.8432, 1.2611, 0.8388], [0.0689, 4.0629, -0.7205], [-0.8742, 4.7937, 0.6159], [-1.0254, 3.0433, 0.2655], [1.5319, 4.4495, 1.2882], [0.4410, 3.4511, 2.2929], [-1.3487, -1.4681, 2.5077], [-2.2060, 0.5234, 4.1715], [0.1152, -3.5023, 1.4175], [-1.0888, -0.5014, 4.0154], [0.0950, -2.5545, 2.6109], [-3.1851, 0.0200, 4.2388], [-2.2225, 1.2110, 3.3092], [-2.0504, 1.1143, 5.0897], [0.1674, -2.9337, 0.4738], [0.9942, -4.1659, 1.4776], [-0.7952, -4.1247, 1.4033], [-0.1033, -0.0010, 3.9545], [-1.0640, -1.1895, 4.8822], [1.0104, -1.9325, 2.6332], [0.0497, -3.1210, 3.5608]],
  "lowdin_charge": [0.6587, -0.1926, -0.6480, -0.1576, 0.0704, 0.0711, 0.0670, 0.0642, 0.0634, 0.8172, -0.1911, -0.1919, -0.5815, -0.5815, 0.0704, 0.0642, 0.0741, 0.0694, 0.0740, 0.0697, 0.0761, 0.0784, 0.0776, 0.0782]
}